No. 1
Formula: C7H12
Source: the Open Molecules 2025 dataset
Level of theory: the ωB97M-V functional and the def2-TZVPD basis

Positions of all 19 atoms, in Å:
C1 2.0419 -0.9994 0.0332
C2 0.9567 -0.3502 -0.5296
C3 1.1202 0.6238 -1.7437
C4 -0.4985 -0.6432 -0.0566
C5 -1.0633 -1.8262 0.3082
C6 -1.3707 0.6354 0.2545
C7 -0.8481 1.3467 1.5948
H1 1.7322 -1.9165 0.5847
H2 3.0687 -1.0646 -0.2799
H3 1.0909 1.6757 -1.4248
H4 0.1227 0.3646 -2.3519
H5 2.0638 0.3647 -2.2704
H6 -2.0405 -2.0756 -0.0792
H7 -0.4398 -2.7015 0.6735
H8 -1.2149 1.3790 -0.5791
H9 -2.4328 0.4788 0.3392
H10 -0.8454 0.6406 2.4760
H11 0.1542 1.7872 1.3651
H12 -1.5972 2.2807 1.6861

Properties
E_LUMO   0.0317 Eh
Net charge   0
ΔE to the lowest compared entry with this formula, charge and spin   70.56 kcal per mole
E_HOMO   -8.406 eV
SMILES   C=C(C)C(=C)CC

No. 2
Formula: C16H15BO8
Source: the Open Molecules 2025 dataset
Level of theory: the ωB97M-V functional and the def2-TZVPD basis

Positions of all 40 atoms, in Å:
C1 0.9466 4.1040 3.5122
C2 0.1034 3.7487 2.5500
C3 -0.8833 3.0976 1.4215
C4 -0.0221 1.9322 0.7033
C5 0.3017 0.8454 1.8655
C6 1.8684 0.8600 2.2976
O1 2.3265 -0.0859 3.0272
O2 1.1257 2.7087 0.1706
C7 0.7052 3.2258 -1.1216
O3 1.3558 4.0059 -1.8957
O4 -0.6273 2.6675 -1.4104
C8 -0.5297 1.3672 -0.7512
O5 0.6987 0.7733 -1.2629
C9 0.4529 -0.2230 -2.2751
O6 -0.0069 -0.0129 -3.4412
C10 0.8664 -1.7464 -1.8744
C11 0.7882 -2.9672 -2.8834
C12 1.1907 -4.4216 -2.3598
C13 1.6707 -4.7230 -0.8778
C14 1.7960 -3.4987 0.1159
C15 1.3920 -2.0622 -0.4152
B1 -1.9130 0.5006 -0.7183
O7 -2.6845 0.1151 -1.9081
O8 -2.4908 0.0929 0.5601
C16 -3.2080 -1.1753 0.4465
H1 1.9083 4.3039 4.1112
H2 -1.7685 2.6348 2.0013
H3 -1.1775 3.9715 0.7324
H4 -0.0166 -0.2201 1.5085
H5 -0.3635 1.0553 2.7997
H6 2.6051 1.7050 2.0073
H7 0.4486 -2.8221 -3.9789
H8 1.1338 -5.3295 -3.0754
H9 1.9343 -5.7674 -0.4735
H10 2.1467 -3.6451 1.2162
H11 1.4920 -1.1896 0.3228
H12 -3.3814 0.8332 -1.9615
H13 -4.2263 -1.0843 -0.1016
H14 -2.4887 -1.9332 -0.0415
H15 -3.4666 -1.5785 1.5111

Properties
E_LUMO   -0.0324 Eh
Net charge   0
ΔE to the lowest compared entry with this formula, charge and spin   202.69 kcal per mole
E_HOMO   -9.327 eV
SMILES   C#CC[C@]1(CC=O)OC(=O)O[C@]1(OC(=O)c1ccccc1)B(O)OC

No. 3
Formula: C24H47N4O19
Source: the Open Molecules 2025 dataset
Level of theory: the ωB97M-V functional and the def2-TZVPD basis

Positions of all 94 atoms, in Å:
C1 2.7767 0.1648 2.1703
C2 3.1769 0.0849 0.7323
O1 2.3910 0.0243 -0.1933
O2 4.4868 0.1388 0.5732
C3 5.0066 0.4816 -0.7285
C4 4.7192 1.9146 -1.1837
C5 4.4071 2.9433 -0.0835
C6 3.5680 4.1098 -0.6048
N1 2.1332 3.7469 -0.6857
C7 1.0453 4.4968 -0.7217
N2 -0.0771 3.7898 -0.7696
C8 0.3409 2.5177 -0.7782
N3 -0.4459 1.4379 -0.8117
C9 -1.8920 1.5862 -0.7704
O3 -2.3442 1.8253 0.5376
O4 -2.8599 0.6264 1.1188
N4 1.6754 2.4518 -0.7393
H1 3.3576 -0.5420 2.7646
H2 1.7103 -0.0218 2.2709
H3 3.0102 1.1575 2.5656
H4 6.0735 0.2728 -0.6506
H5 4.5993 -0.2027 -1.4708
H6 3.9060 1.9031 -1.9148
H7 5.5951 2.2665 -1.7349
H8 5.3369 3.3449 0.3254
H9 3.8788 2.4974 0.7644
H10 3.6226 4.9375 0.1042
H11 3.9056 4.4486 -1.5864
H12 1.0971 5.5765 -0.6954
H13 -0.0058 0.5295 -0.8252
H14 -2.1751 2.4484 -1.3736
H15 -2.3451 0.6729 -1.1553
H16 -2.0855 0.0491 1.2216
H17 2.2407 1.6047 -0.7596
C10 6.7648 -2.6969 0.9126
O5 8.1223 -2.8922 0.5170
C11 8.6238 -1.8689 -0.1752
O6 8.0209 -0.8602 -0.4655
O7 9.8787 -2.1435 -0.4890
C12 10.5531 -1.1270 -1.2430
H18 6.4593 -3.5855 1.4556
H19 6.6841 -1.8200 1.5535
H20 6.1360 -2.5654 0.0326
H21 10.5951 -0.1986 -0.6775
H22 10.0493 -0.9602 -2.1927
H23 11.5545 -1.5078 -1.4121
C13 -9.4332 -1.6481 1.8860
O8 -8.7669 -0.4991 2.4218
C14 -7.5562 -0.2853 1.9209
O9 -7.0061 -0.9611 1.0861
O10 -7.0457 0.8031 2.4947
C15 -5.7348 1.1466 2.0354
H24 -10.3994 -1.6965 2.3779
H25 -9.5766 -1.5433 0.8126
H26 -8.8686 -2.5543 2.0953
H27 -5.7448 1.3526 0.9666
H28 -5.0342 0.3460 2.2510
H29 -5.4522 2.0411 2.5833
C16 -1.0972 3.7074 2.7313
O11 -0.6131 3.8228 4.0719
C17 -1.5891 3.9181 4.9867
O12 -2.7665 3.9080 4.7440
O13 -1.0288 4.0210 6.1851
C18 -1.9650 4.1329 7.2687
H30 -0.2110 3.6335 2.1039
H31 -1.7092 2.8188 2.6145
H32 -1.6724 4.5877 2.4494
H33 -2.6012 3.2519 7.3135
H34 -2.5776 5.0236 7.1504
H35 -1.3618 4.2078 8.1673
C19 2.8661 -0.6610 -3.7235
O14 2.8079 -1.3420 -4.9715
C20 3.5928 -0.7985 -5.9115
O15 4.2906 0.1711 -5.7504
O16 3.4653 -1.5038 -7.0235
C21 4.2557 -1.0347 -8.1263
H36 2.2008 -1.1916 -3.0484
H37 3.8819 -0.6856 -3.3355
H38 2.5391 0.3735 -3.8349
H39 5.3139 -1.0706 -7.8777
H40 3.9728 -0.0185 -8.3914
H41 4.0394 -1.7109 -8.9463
C22 -10.7736 -7.6230 -0.4007
O17 -10.1070 -6.4732 0.1343
C23 -8.8941 -6.2582 -0.3708
O18 -8.3458 -6.9297 -1.2053
O19 -8.3879 -5.1675 0.2073
C24 -7.0776 -4.8185 -0.2477
H42 -11.7345 -7.6631 0.1021
H43 -10.9152 -7.5173 -1.4742
H44 -10.2031 -8.5259 -0.1937
H45 -7.0844 -4.6084 -1.3156
H46 -6.3686 -5.6163 -0.0340
H47 -6.7951 -3.9189 0.2928

Properties
E_LUMO   -0.0976 Eh
Net charge   +1
E_HOMO   -11.919 eV

No. 4
Formula: CH3N4O
Source: the Open Molecules 2025 dataset
Level of theory: the ωB97M-V functional and the def2-TZVPD basis

Positions of all 9 atoms, in Å:
C1 1.1361 0.1085 -0.0952
N1 -2.4610 -0.0511 0.0399
N2 -2.4500 -1.1759 0.0144
N3 0.0884 0.6100 0.0172
N4 2.3605 -0.3039 -0.0273
O1 -1.0301 1.0965 0.0892
H1 -3.1429 0.7870 -0.0917
H2 2.5821 -0.9254 -0.7816
H3 2.9168 -0.1456 0.8351

Properties
E_LUMO (alpha / beta)   -0.1889 / -0.1889 Eh
Net charge   +1
ΔE to the lowest compared entry with this formula, charge and spin   71.13 kcal per mole
E_HOMO (alpha / beta)   -14.174 / -14.173 eV

Number 1: energy -7450.371 eV. Number 2: energy -33881.383 eV. Number 3: energy -70504.798 eV. Number 4: energy -9080.972 eV.